[1]
ORCA calculation (ωB97M-V/def2-TZVPD) on C14H18BN7O2Pd as an isolated structure at a distorted geometry.

LUMO level (alpha / beta) = -7.902 / -10.713 eV
orbital gap (alpha / beta) = 6.9 / 4.7 eV
HOMO (alpha / beta) = -14.76 / -15.40 eV
net charge = +2
multiplicity = 5

Atoms and positions in Å:
H  0.2756  2.2002  1.7278
N  0.5921  1.1066  -0.0666
B  1.0446  0.4223  -2.4812
N  1.0388  1.4700  -1.3206
C  1.3963  2.7729  -1.3158
Pd  -0.4628  -0.9653  0.1892
H  1.7802  3.2267  -2.2110
C  1.1514  3.2698  -0.0388
H  1.3058  4.2721  0.2977
C  0.6268  2.1980  0.7049
H  1.5460  0.8529  -3.4741
C  -0.2849  -2.7621  0.9920
H  -1.2247  -2.8582  1.5739
H  0.6097  -2.8246  1.6146
H  -0.3026  -3.4264  0.1215
N  -0.4333  -0.0258  -2.6280
N  1.8655  -0.7605  -1.8764
N  -1.2720  -0.1863  -1.4622
N  1.4379  -1.3239  -0.6921
C  -1.1784  -0.2301  -3.7091
C  3.1167  -1.1969  -2.1277
H  -0.7769  -0.0201  -4.6926
H  3.6122  -0.8672  -3.0209
C  -2.4494  -0.7024  -3.3309
C  3.4997  -2.0358  -1.0894
C  -2.4697  -0.7798  -1.9626
C  2.4294  -2.0621  -0.1887
H  -3.2376  -0.9479  -4.0178
H  4.4278  -2.5534  -0.9867
H  -3.1967  -1.1592  -1.2694
H  2.3299  -2.5461  0.7726
H  -1.5149  0.7719  -1.1528
O  -2.8055  1.2343  1.2125
C  -2.0887  0.8489  2.1392
C  -2.1388  1.3128  3.6021
C  -0.9777  0.6030  4.2725
C  -0.2705  -0.1537  3.1421
O  0.8134  -0.7174  3.2363
N  -1.0518  -0.0487  2.0119
H  -2.0441  2.4028  3.6811
H  -3.0952  1.0218  4.0524
H  -0.2822  1.2927  4.7624
H  -1.3416  -0.1260  5.0087


[2]
ORCA calculation (ωB97M-V/def2-TZVPD) on a 2-piece molecular cluster, CH3IOS2 overall at a distorted geometry.

ΔE to the lowest compared entry with this formula, charge and spin = 1.537 eV
LUMO level = -0.867 eV
orbital gap = 7.9 eV
HOMO = -8.73 eV

Atoms and positions in Å:
C  1.4873  0.0894  0.2234
O  -0.7758  -1.4003  0.2031
S  -3.8565  -1.5211  -0.7205
S  -0.1010  -0.1310  0.7495
I  -4.0978  0.4976  0.5595
H  1.8397  -0.6914  -0.3403
H  2.1226  0.9193  0.5108
H  -2.6742  -1.9443  -0.4726


[3]
ORCA calculation (ωB97M-V/def2-TZVPD) on C20H43OP3PmSe as an isolated structure at a distorted geometry.

ΔE to the lowest compared entry with this formula, charge and spin = 2.473 eV
LUMO level (alpha / beta) = -10.879 / -10.790 eV
orbital gap (alpha / beta) = 5.7 / 5.7 eV
HOMO (alpha / beta) = -16.53 / -16.53 eV
net charge = +3
multiplicity = 5

Atoms and positions in Å:
Pm  0.0333  1.0938  0.7038
P  -1.9111  -0.1194  2.2625
P  -0.0967  -2.7939  0.0590
P  -1.5815  0.0349  -1.4904
H  1.8548  4.9781  0.8629
C  0.8641  4.6379  0.5401
C  0.4477  3.3118  0.3366
H  0.9129  2.7323  -0.5926
C  -1.3406  -0.1196  3.9998
C  -2.9752  -1.5901  2.3028
C  -3.1751  1.2189  2.3049
C  1.0649  -3.6624  -1.0994
C  0.5224  -3.5894  1.6080
C  -1.5903  -3.8370  -0.2163
C  -2.0071  1.5818  -2.4190
C  -3.2936  -0.5934  -1.2322
C  -1.2695  -1.1075  -2.9181
H  0.1171  5.3590  0.2265
H  -0.6706  3.2259  0.4958
H  -0.4172  0.4600  4.1233
H  -1.1761  -1.1487  4.3438
H  -2.1318  0.3366  4.6026
H  -2.4007  -2.4895  2.5532
H  -3.5036  -1.7442  1.3575
H  -3.7219  -1.4313  3.0909
H  -2.7083  2.2164  2.3210
H  -3.7169  1.0532  3.2450
H  -3.8649  1.1477  1.4507
H  0.9214  -4.7592  -1.0051
H  2.0992  -3.3956  -0.8215
H  0.8755  -3.3570  -2.1416
H  0.4963  -4.6820  1.4812
H  -0.0901  -3.3079  2.4761
H  1.5601  -3.2726  1.7887
H  -1.3042  -4.8926  -0.1479
H  -2.0244  -3.6575  -1.2090
H  -2.3614  -3.6279  0.5370
H  -2.5164  1.2529  -3.3380
H  -1.0842  2.1211  -2.6822
H  -2.6835  2.2326  -1.8379
H  -3.8289  -0.4670  -2.1748
H  -3.8516  -0.0799  -0.4469
H  -3.2681  -1.6597  -0.9995
H  -1.9927  -0.8285  -3.6985
H  -1.4973  -2.1404  -2.6275
H  -0.2679  -1.0548  -3.3457
C  2.5408  1.6108  -2.7107
C  2.9654  2.8347  -2.1591
C  2.7835  3.9969  -2.9051
C  2.2457  3.9240  -4.2069
C  2.0477  2.6820  -4.8489
C  2.1651  1.5126  -4.0804
Se  2.3686  0.0296  -1.5571
H  1.4718  -0.4027  -2.7003
H  3.4792  2.8550  -1.2012
H  3.0264  4.9768  -2.4985
H  2.0502  4.8376  -4.7585
H  1.8271  2.5994  -5.9225
H  2.0026  0.5411  -4.5716
C  3.7632  -0.0116  2.6393
C  2.3159  -0.2284  2.8137
C  1.9472  -1.2643  3.8033
O  1.4751  0.4310  2.1491
H  4.2151  -1.0127  2.6185
H  4.1220  0.4913  3.5437
H  4.0225  0.5669  1.7401
H  0.9025  -1.6009  3.7513
H  2.6430  -2.1016  3.6331
H  2.1733  -0.8533  4.7989